Record 1
Molecular formula: C4H5NO2
Method: DFT, ωB97M-V/def2-TZVPD

HOMO energy	-9.043	eV
energy above the lowest of the compared OMol25 structures with the same formula, charge and spin	5.055	eV
E_LUMO	-0.9	eV
HOMO-LUMO gap	8.16	eV
net charge	0

Atoms and positions in Å:
O 1.84 0.00 1.86
C 0.76 0.17 1.39
C 0.55 0.65 -0.05
C 0.53 -0.48 -1.05
N -0.71 -0.39 -1.65
C -1.35 0.61 -1.09
O -0.75 1.31 -0.15
H -0.19 -0.02 1.94
H 1.32 1.39 -0.31
H 0.19 -2.35 0.19
H -0.21 -2.60 0.79
H -2.35 0.92 -1.35



Record 2
Molecular formula: C5H6O2
Method: DFT, ωB97M-V/def2-TZVPD

HOMO energy	-9.612	eV
energy above the lowest of the compared OMol25 structures with the same formula, charge and spin	3.424	eV
E_LUMO	1.1	eV
HOMO-LUMO gap	10.70	eV
net charge	0

Atoms and positions in Å:
O 1.26 1.41 -0.39
C 2.01 0.21 -0.69
C 0.68 0.19 -0.11
O 0.48 -0.40 1.18
C -0.81 -0.85 0.76
C -1.65 0.35 0.56
C -0.71 -0.12 -0.54
H 2.84 0.11 0.00
H 2.19 -0.10 -1.72
H -1.14 -1.87 0.97
H -2.70 0.20 0.35
H -1.41 1.21 1.18
H -1.05 -0.33 -1.55



Record 3
Molecular formula: C28H16F10LaN6OS2
Method: DFT, ωB97M-V/def2-TZVPD

HOMO energy	-10.603	eV
energy above the lowest of the compared OMol25 structures with the same formula, charge and spin	0.178	eV
E_LUMO	-3.0	eV
HOMO-LUMO gap	7.64	eV
net charge	+1

Atoms and positions in Å:
La 0.92 1.14 0.09
F 1.75 8.37 -0.06
C 1.13 7.20 0.06
C 1.86 6.04 0.22
F 3.20 6.08 0.26
C 1.19 4.84 0.32
F 1.96 3.72 0.49
C -0.18 4.71 0.28
S -1.01 3.16 0.41
C -0.89 5.90 0.11
F -2.21 5.88 0.05
C -0.25 7.12 0.01
F -0.96 8.23 -0.15
N -5.40 -3.12 -1.22
C -6.51 -3.78 -0.75
C -7.43 -4.63 -1.36
C -8.45 -5.11 -0.56
C -8.55 -4.75 0.80
C -7.64 -3.90 1.39
C -6.60 -3.41 0.59
N -5.57 -2.56 0.93
C -4.88 -2.41 -0.17
C -3.68 -1.57 -0.26
C -2.96 -1.40 -1.44
C -1.83 -0.60 -1.43
N -1.40 0.03 -0.34
C -2.11 -0.12 0.79
C -3.23 -0.91 0.88
H -5.03 -3.17 -2.16
H -7.35 -4.91 -2.40
H -9.19 -5.78 -0.99
H -9.37 -5.15 1.38
H -7.72 -3.62 2.43
H -3.25 -1.87 -2.37
H -1.26 -0.47 -2.33
H -1.76 0.42 1.67
H -3.78 -1.02 1.81
F 4.01 -4.97 -0.94
C 3.56 -3.94 -0.24
C 4.31 -3.42 0.80
F 5.49 -3.97 1.09
C 3.85 -2.34 1.52
F 4.62 -1.87 2.51
C 2.63 -1.73 1.25
S 2.01 -0.41 2.23
C 1.92 -2.28 0.19
F 0.73 -1.70 -0.17
C 2.35 -3.36 -0.55
F 1.62 -3.82 -1.56
C 7.16 2.03 -0.16
N 5.75 1.76 -0.37
C 5.06 1.93 -1.65
C 3.65 1.57 -1.23
O 2.63 1.50 -1.94
N 3.59 1.33 0.08
C 4.85 1.43 0.56
N 5.11 1.21 1.83
H 7.68 1.96 -1.11
H 7.59 1.29 0.51
H 7.32 3.03 0.26
H 5.43 1.24 -2.41
H 5.11 2.95 -2.03
H 4.37 0.78 2.38
H 6.05 1.22 2.19



Record 4
Molecular formula: C26H45NO14Pb
Method: DFT, ωB97M-V/def2-TZVPD

HOMO energy	-5.600	eV
energy above the lowest of the compared OMol25 structures with the same formula, charge and spin	8.708	eV
E_LUMO	-2.0	eV
HOMO-LUMO gap	3.63	eV
net charge	0

Atoms and positions in Å:
Pb 1.68 1.07 -1.43
C 6.35 0.18 -2.09
O 5.37 0.99 -1.62
H 6.05 -0.61 -2.79
H 7.13 0.81 -2.50
H 6.76 -0.55 -1.40
C -0.43 -1.40 -6.76
C 0.52 -0.97 -5.56
C 2.05 -1.29 -5.87
C 2.76 -0.30 -6.79
C 2.44 1.17 -6.45
C 1.01 1.58 -5.97
N 0.47 0.47 -5.09
O -0.65 0.85 -4.25
C 0.20 1.72 -7.34
C 1.31 2.96 -5.34
C 0.02 -1.86 -4.35
H -0.49 -2.48 -6.91
H -0.02 -1.12 -7.73
H -1.42 -0.96 -6.64
H 1.94 -2.23 -6.42
H 2.53 -1.49 -4.91
H 2.36 -0.59 -7.76
H 3.82 -0.49 -6.98
H 2.98 1.71 -7.23
H 3.01 1.42 -5.56
H 0.34 2.67 -7.85
H -0.89 1.61 -7.33
H 0.60 1.01 -8.06
H 0.30 3.32 -5.14
H 1.64 3.67 -6.10
H 2.02 2.75 -4.54
H -0.11 -2.90 -4.66
H -0.93 -1.68 -3.85
H 0.74 -1.70 -3.55
C -3.15 4.92 3.73
C -2.69 5.63 2.45
C -1.82 6.84 2.74
O -0.88 6.79 1.69
C -0.84 5.60 1.21
O -0.16 5.14 0.28
O -1.82 4.86 1.75
H -4.19 4.61 3.74
H -2.80 5.34 4.68
H -2.56 4.01 3.74
H -3.60 5.82 1.88
H -1.49 6.89 3.78
H -2.50 7.69 2.62
C 0.03 -6.22 4.27
C 1.04 -5.83 3.34
C 1.09 -6.72 2.07
O 1.38 -5.79 1.06
C 1.31 -4.51 1.58
O 1.66 -3.45 1.03
O 0.77 -4.55 2.88
H 0.18 -6.05 5.34
H -0.03 -7.31 4.25
H -0.96 -5.89 3.97
H 2.05 -5.79 3.76
H 0.10 -7.16 1.95
H 1.85 -7.50 2.01
C -6.49 -2.68 2.05
C -5.54 -1.43 2.23
C -4.63 -1.70 3.40
O -3.37 -1.18 3.06
C -3.39 -0.80 1.71
O -2.44 -0.52 1.02
O -4.68 -1.01 1.20
H -7.14 -2.89 2.90
H -5.96 -3.56 1.69
H -7.29 -2.49 1.33
H -6.14 -0.57 2.52
H -4.56 -2.75 3.68
H -5.09 -1.28 4.29
C 1.49 2.43 7.69
C 2.26 1.47 6.76
C 1.50 0.24 6.43
O 1.54 0.18 5.00
C 2.23 1.25 4.50
O 2.30 1.44 3.29
O 2.50 2.14 5.54
H 1.17 1.94 8.61
H 0.63 2.89 7.21
H 2.10 3.31 7.93
H 3.23 1.17 7.18
H 0.48 0.29 6.80
H 1.89 -0.59 7.02



Record 5
Molecular formula: C2H2FOTl
Method: DFT, ωB97M-V/def2-TZVPD

HOMO energy	-9.465	eV
energy above the lowest of the compared OMol25 structures with the same formula, charge and spin	0.156	eV
E_LUMO	0.1	eV
HOMO-LUMO gap	9.59	eV
net charge	0

Atoms and positions in Å:
C 0.82 1.54 -1.87
C 0.08 1.02 -0.92
O -0.80 0.82 -0.15
H 0.33 2.02 -2.71
H 1.89 1.66 -1.70
F 0.69 -1.61 0.91
Tl -1.09 -1.01 1.64



Record 6
Molecular formula: C29H58BrIN4O9S
Method: DFT, ωB97M-V/def2-TZVPD

HOMO energy	-8.928	eV
E_LUMO	0.4	eV
HOMO-LUMO gap	9.30	eV
net charge	0

Atoms and positions in Å:
C 1.13 -4.14 1.80
C -0.16 -3.27 2.28
C -0.70 -2.43 1.00
C -0.63 -0.88 1.35
C -1.81 -0.42 2.39
C -0.58 0.10 0.04
C 0.83 0.03 -0.71
C 2.14 0.10 0.21
C 2.56 1.54 0.75
C 3.42 2.27 -0.40
C 4.95 1.72 -0.48
C 5.67 2.31 -1.81
O 6.25 3.59 -1.43
C 5.36 4.67 -1.67
C 4.77 5.05 -3.10
O 5.01 5.36 -0.68
O -0.63 1.41 0.69
S -0.78 2.71 -0.28
O 0.48 3.37 -0.77
O -1.56 3.78 0.47
C -1.79 2.24 -1.75
O -2.48 3.42 -2.18
C -2.01 3.91 -3.46
C -0.73 4.89 -3.28
C -2.79 1.04 -1.27
C -3.71 1.51 0.00
C -4.91 0.45 0.31
C -5.37 0.64 1.84
I -6.44 2.58 1.90
C -3.83 0.89 -2.47
O -4.95 1.84 -2.42
C -5.29 2.20 -3.80
C -1.88 -0.23 -0.92
C -1.63 -1.33 -2.03
Br -3.18 -2.65 -2.02
C -1.34 -0.99 -3.53
C 0.13 -0.42 -3.89
H 1.98 -3.42 1.52
H 0.82 -4.62 0.79
H 1.45 -4.94 2.56
H 0.25 -2.58 3.11
H -0.91 -4.04 2.66
H 0.10 -2.62 0.18
H -1.71 -2.80 0.62
H 0.31 -0.75 2.00
H -2.84 -0.49 1.93
H -1.78 -1.22 3.22
H -1.57 0.57 2.90
H 0.98 -0.93 -1.33
H 0.96 0.86 -1.50
H 2.18 -0.71 1.03
H 3.00 -0.22 -0.50
H 1.73 2.17 1.19
H 3.31 1.35 1.61
H 3.41 3.38 -0.19
H 2.89 2.02 -1.40
H 4.99 0.57 -0.61
H 5.55 1.95 0.46
H 4.86 2.37 -2.61
H 6.48 1.60 -2.17
H 4.69 6.18 -3.27
H 5.35 4.59 -3.97
H 3.70 4.63 -3.18
H -1.22 1.83 -2.64
H -1.84 3.10 -4.25
H -2.85 4.58 -3.87
H -0.89 5.43 -2.27
H -0.73 5.72 -4.07
H 0.22 4.27 -3.26
H -3.13 1.56 0.98
H -4.12 2.57 -0.15
H -4.66 -0.62 0.02
H -5.83 0.75 -0.32
H -6.10 -0.16 2.17
H -4.50 0.78 2.57
H -3.27 1.22 -3.43
H -4.32 -0.13 -2.58
H -6.26 2.81 -3.81
H -4.45 2.84 -4.27
H -5.43 1.27 -4.46
H -2.55 -0.80 -0.17
H -0.79 -2.04 -1.68
H -2.08 -0.35 -4.10
H -1.36 -2.01 -4.09
H 0.31 0.65 -3.55
H 0.28 -0.43 -5.04
H 0.90 -1.16 -3.48
N 2.39 -1.59 6.18
C 1.05 -1.76 6.28
N 0.60 -1.95 7.55
O 0.31 -1.74 5.31
H 3.02 -1.60 6.96
H 2.76 -1.44 5.26
H -0.39 -2.08 7.67
H 1.19 -1.97 8.36
N 2.62 -8.17 2.17
C 2.51 -7.93 3.50
N 2.39 -9.04 4.27
O 2.52 -6.80 3.97
H 2.62 -9.09 1.77
H 2.71 -7.37 1.57
H 2.31 -8.91 5.27
H 2.38 -9.98 3.91



The highest HOMO-LUMO gap belongs to which entry? C5H6O2